# C4H8N2S

An isolated molecule of C4H8N2S (ωB97M-V/def2-TZVPD, OMol25).

For the HOMO energy, the calculation gives -8.51 eV. For the energy above the lowest of the compared OMol25 structures with the same formula, charge and spin, the calculation gives 3.922 eV. For the LUMO energy, the calculation gives 0.6751 eV. The HOMO-LUMO gap comes out at 0.3374 hartree. The SMILES is [H]/N=N/C(=C)SCC. The value obtained for the molar mass is 116.19 g/mol.

Each line ends with the Mulliken charge.
Positions of all 15 atoms, in Å:
H 3.12930 2.71512 0.36859  0.222
N 2.29487 2.18665 0.43119  -0.365
N 1.89743 1.87855 -0.68971  -0.125
C 0.54790 0.87288 -0.55037  0.487
C 0.12512 0.33436 -1.68050  -0.643
S -0.08913 0.84993 1.08581  -0.032
C -1.35117 -0.50224 0.90789  -0.589
C -0.67901 -1.83049 0.71703  -0.974
H -0.83655 -0.23034 -1.59778  0.092
H 0.51337 0.39952 -2.74464  0.268
H -2.01613 -0.29807 1.74394  0.407
H -1.90096 -0.22303 -0.09639  0.253
H -0.24359 -2.15552 1.66754  0.332
H -1.48161 -2.40552 0.35516  0.280
H 0.09016 -1.59181 0.08224  0.388